# 1
ORCA calculation (the ωB97M-V functional and the def2-TZVPD basis) on a structure of composition C48H48I2IrO5Te2 at a distorted geometry.

Its expectation value of S² is 0.757. The spin multiplicity is 2. Its LUMO energy (spin up / spin down) is -0.7 / -1.3 eV. The value obtained for the gap between HOMO and LUMO (spin up / spin down) is 6.87 / 6.18 eV. Its HOMO energy (spin up / spin down) is -7.54 / -7.52 eV.

Cartesian coordinates (Å):
C  0.01420  -3.50389  2.50642
O  0.03048  3.24910  1.52903
H  4.62750  5.57365  -1.70564
C  2.21244  -3.92831  1.65423
C  3.33464  0.89049  -0.60594
C  -1.53567  3.84866  -4.17224
H  1.79936  3.98217  -4.48818
C  3.84688  4.86670  -1.95776
I  -3.86370  -1.78567  -3.07382
C  -2.98392  4.05976  -2.14040
H  -1.48098  -1.38782  1.20645
C  1.08054  -3.10548  1.70531
H  -5.07557  0.28817  -0.35316
C  -0.73919  -2.47738  -5.57527
H  -0.23232  5.76648  0.67788
C  5.52572  -0.72479  -1.24738
H  -3.33118  2.74800  -3.79683
C  -2.25163  1.50704  4.96608
C  0.71086  2.05917  1.90751
C  0.71234  5.25854  0.47959
H  2.38218  -0.01151  -2.29178
I  -6.56486  -2.39961  -2.95028
O  0.78274  -0.26724  1.74065
H  1.85932  5.62732  3.02930
C  -2.47739  3.13237  -3.22622
H  6.37059  -1.35649  -1.48946
C  -0.82753  0.61889  3.22823
H  -2.04915  4.66926  -4.67654
H  -0.87075  -3.67552  -2.49791
C  -4.05304  0.43000  -0.02812
C  -0.25638  -3.09336  -3.18196
C  2.45565  2.99657  -1.30812
H  0.64553  4.72972  -0.47032
C  -1.62355  1.64465  3.73902
H  0.99711  2.16768  2.96001
C  4.50863  0.96569  0.12894
H  2.81774  1.68295  1.71290
H  -1.15186  3.15953  -4.92859
Ir  -0.81936  1.57588  -1.12129
H  1.09689  4.21027  3.75861
C  2.14104  1.83479  -0.34778
H  -0.03975  -1.33955  3.59118
C  -2.00026  -0.54612  0.78323
C  3.46431  3.91888  -1.02388
H  -3.38096  4.97677  -2.57938
C  -3.26620  -0.70434  0.34775
H  0.09416  5.52503  3.10613
H  6.49882  0.22185  0.41106
C  5.59549  0.15623  -0.18160
C  -2.09702  0.33626  5.69844
H  3.54311  5.64935  -3.93699
Te  1.21567  -1.50730  0.31167
H  -1.74919  2.55890  3.17282
H  -1.06368  -4.42537  -8.33327
H  -2.16681  4.32818  -1.46532
H  0.09620  -0.47464  -5.45747
C  -0.79348  -1.02656  -5.15612
C  -0.66791  -0.54280  3.96694
C  -1.30416  -0.68234  5.19527
H  0.79009  -3.17090  -2.88784
C  2.04715  2.22465  1.17015
C  1.88105  3.02602  -2.57459
H  1.13097  2.29374  -2.84846
C  -0.64163  -5.14944  -6.35554
C  1.00861  4.94908  2.96276
H  -3.77621  3.58791  -1.56215
C  -0.48219  -3.46827  -4.63033
C  3.28455  0.02137  -1.69537
C  2.26699  3.97747  -3.51191
H  -1.15169  -2.06053  -7.63499
O  -1.80753  1.99262  -2.69259
H  -3.71555  -1.68854  0.34035
H  -0.61567  -6.19014  -6.65144
H  3.96306  3.90072  -0.06778
C  1.19896  -5.50328  3.15847
C  -2.16306  1.88292  0.51111
H  -2.86594  2.31159  5.34995
C  0.08165  -4.68152  3.23618
C  3.24351  4.90883  -3.20663
C  -1.33470  0.75119  0.84129
O  2.25573  3.61113  1.43319
C  0.99911  4.28118  1.60037
H  -1.17092  -1.59661  5.76017
H  4.60074  1.66264  0.95326
C  -0.89364  -4.16137  -7.29764
C  2.26601  -5.12563  2.35959
H  -0.89014  -2.90891  2.59889
O  0.99442  1.08356  -0.74080
C  -0.94216  -2.83376  -6.90538
H  4.30668  -1.45211  -2.85911
H  3.15261  -5.74450  2.30050
H  1.50349  6.00569  0.41463
Te  -0.90933  -1.07987  -3.02764
H  -2.59004  0.22162  6.65511
H  -0.69273  4.25466  -3.61602
H  1.23642  -6.42397  3.72620
C  -0.43744  -4.80076  -5.03050
H  -0.25384  -5.57339  -4.29318
C  -0.16861  0.79624  1.84942
C  -3.53081  1.66511  0.07874
H  -1.67996  -0.51160  -5.52088
H  -4.13233  2.53707  -0.13545
H  3.07481  -3.61946  1.07512
H  -0.75463  -4.96272  3.86439
H  -1.91675  2.87414  0.85453
C  4.36674  -0.77957  -2.01201

# 2
ORCA calculation (the ωB97M-V functional and the def2-TZVPD basis) on a structure of composition C48H49BaN7O3PS5Sb at a distorted geometry.

For the energy above the lowest of the compared OMol25 structures with the same formula, charge and spin, the calculation gives 0.0 kJ/mol. Its LUMO energy is 0.1 eV. The value obtained for the gap between HOMO and LUMO is 6.32 eV. Its HOMO energy is -6.20 eV.

Cartesian coordinates (Å):
C  -1.67148  3.56213  -2.39668
C  -2.79740  -1.78407  -4.35405
C  -5.66874  1.93606  1.03906
C  2.80363  -0.04951  6.30918
C  -2.64840  3.73387  -0.24411
C  -2.79003  -1.80902  -2.97354
H  4.25617  1.41770  1.56716
H  -2.21783  -2.50268  -4.91311
C  -1.86443  2.65494  0.14591
H  -2.67032  -5.49809  1.56350
C  -5.40671  -4.61029  -0.22025
H  -6.88622  1.90490  2.79612
H  -3.19343  4.99595  -1.89580
H  -4.96429  0.76013  -4.82243
C  3.93267  2.73648  -2.88404
C  -3.56029  -0.83837  -5.02060
C  -3.54213  -0.89307  -2.24536
P  -3.31412  -1.09907  -0.44393
H  2.52242  5.36398  1.94511
H  -0.34205  -3.86004  -2.52528
H  0.58020  -3.44090  -4.82834
H  3.70137  3.25946  -3.80453
O  1.45102  3.94200  -1.26356
C  3.68241  -2.19242  -0.66192
C  4.62324  -1.07508  3.79319
H  -4.35363  1.70669  -0.63159
C  -2.96553  -3.59983  0.62247
H  3.51773  -0.40454  7.04567
H  -2.02526  -3.17186  0.94175
C  -4.50969  -0.09861  0.51244
H  3.99403  -0.15812  0.83034
H  -5.91461  2.95987  0.80235
H  -6.35827  -5.00653  -0.54501
H  5.93223  3.50274  -2.71874
H  -2.21966  -2.54841  -2.42869
H  -1.56204  3.89288  -3.42208
H  -3.29434  4.21712  0.47424
H  2.39060  -0.86883  5.72825
H  0.72603  -1.67746  -6.57585
C  5.38294  2.23481  -1.07410
Sb  0.97228  2.36197  -3.15463
H  4.04314  -1.51031  -1.40525
C  1.52891  3.69844  0.98859
H  -0.05899  -2.62925  -1.25396
C  4.58600  0.75251  0.76783
C  -5.89088  0.03333  2.48194
C  1.06133  -3.34326  1.50094
H  -6.28792  -0.42521  3.37662
H  -4.80078  -1.70897  1.89155
C  -5.04098  -3.32225  -0.56817
H  0.43341  -2.45025  1.50246
N  -0.98238  2.08393  -0.67585
C  1.38463  2.79898  2.12178
H  1.96384  3.00586  4.15102
C  5.16531  2.88159  -2.27824
C  -5.04855  -0.68460  1.65279
H  2.07362  5.59293  0.24243
C  -4.34323  0.04746  -4.29993
N  1.43469  1.52487  1.93349
H  -2.95126  2.27022  1.94510
C  0.65918  -1.41367  -5.52953
H  0.70117  0.70964  -5.84704
C  0.32183  -3.07352  -2.17019
C  -1.94851  2.13538  1.54298
C  -4.55376  -5.39142  0.54625
H  -1.24867  2.68115  2.17120
C  0.66399  -0.09251  -5.12324
H  -3.55759  -0.81401  -6.10071
C  -0.84483  2.55237  -1.90879
N  3.20026  1.28209  -1.15673
C  1.16001  3.34819  3.49944
H  0.53550  -4.17110  1.02337
H  0.83541  5.67118  1.48828
C  4.28933  -3.29933  -0.14949
N  3.38987  -3.83241  0.73167
C  7.27348  -0.87613  3.99483
C  4.88268  0.03371  4.53079
C  2.29871  -3.03491  0.74599
C  -4.34214  0.02168  -2.91279
S  6.09636  -1.97251  3.32262
C  0.48609  -2.02371  -3.22168
H  0.24662  2.91445  3.90407
H  5.25664  -3.73011  -0.31680
S  6.56136  0.46122  4.82903
H  6.30936  2.36505  -0.53578
N  0.56119  -0.74800  -2.84496
N  1.39857  3.18481  -0.18810
C  0.64976  0.21059  -3.76584
H  1.29288  -3.61794  2.52668
H  1.76489  -0.02196  3.02256
H  1.28631  -3.52596  -1.95196
S  8.88974  -1.09062  3.83973
H  -1.66909  1.08377  1.57201
C  2.96125  1.94365  -2.28369
H  -4.85130  -6.39133  0.82663
H  5.64002  0.53103  0.92293
C  -4.80754  1.22489  0.21987
H  2.00689  0.51088  6.78263
N  2.44746  -2.03337  -0.09566
S  3.65198  1.10332  5.18070
C  -3.82356  -2.81545  -0.13360
C  0.56818  -2.39534  -4.55986
C  -2.57819  4.17522  -1.55429
C  4.38187  1.43150  -0.54512
C  -3.33196  -4.88890  0.96578
H  3.55047  -4.62530  1.33319
H  -4.98092  0.70033  -2.36847
H  -5.69637  -2.70062  -1.16275
C  -6.21019  1.34461  2.16775
Ba  0.98218  0.56933  -0.53408
O  1.19038  0.78171  3.08364
O  -1.91488  -0.88201  -0.02005
S  3.11121  -1.68171  3.35031
H  1.09962  4.42897  3.51707
C  1.75881  5.17017  1.19556

# 3
ORCA calculation (the ωB97M-V functional and the def2-TZVPD basis) on a structure of composition C48H49BrN5NaO5 at a distorted geometry.

For the energy above the lowest of the compared OMol25 structures with the same formula, charge and spin, the calculation gives 56.5 kJ/mol. Its LUMO energy is 0.2 eV. The value obtained for the gap between HOMO and LUMO is 7.69 eV. Its HOMO energy is -7.48 eV.

Cartesian coordinates (Å):
H  -1.04781  4.15473  -7.52092
C  1.11343  -4.76042  -4.23546
H  0.87257  0.34533  -4.77092
Na  0.61119  -1.49083  -0.10599
C  -1.10781  1.99481  4.24518
C  -0.19843  1.08557  -6.48293
H  -1.47929  2.44448  5.16940
H  -5.56242  1.68836  -2.65834
O  0.28348  -3.08291  1.23169
N  1.79156  -0.71687  4.39790
H  0.71061  -5.37807  -1.70880
C  3.47753  1.57296  6.75014
H  -2.72647  4.12993  -3.10645
H  2.11993  -0.65505  3.44066
H  -2.30154  2.72797  -1.51229
C  0.97871  -2.35642  -4.17516
C  0.79249  -1.65396  4.58843
C  3.09565  -2.09292  -0.19525
C  -0.52466  1.24826  -0.11533
H  3.30892  -2.77285  4.73721
H  -1.87311  4.60346  2.08816
H  -1.87385  1.31796  3.86059
H  -0.22423  1.39659  4.48325
H  1.12640  3.51142  4.22404
C  -1.60341  2.31302  -8.48872
H  2.66494  -3.17372  6.31695
H  -2.08241  2.30484  0.88527
H  -2.15295  2.82248  -9.26961
H  -1.18238  -3.84091  2.92573
C  -2.04215  3.88996  2.89815
H  -2.87471  3.24206  2.61944
N  -0.58545  -1.03685  -7.23991
C  1.50312  -4.68720  -1.42243
H  1.80814  2.23174  2.70848
H  4.40746  -3.09886  6.07938
N  0.40096  0.17438  -5.64331
H  1.31104  -5.71164  -3.76614
H  -4.94313  2.55813  -5.59719
C  -1.52841  0.93396  -8.49641
C  4.26000  -0.67128  7.19473
H  1.38404  -1.37931  -2.58225
H  0.61382  4.77544  3.09746
C  1.10725  1.99190  1.92149
O  1.67867  -1.47536  1.84152
C  -1.83829  -0.78171  -2.82335
H  2.47963  -5.14689  -1.58187
O  1.13460  -1.18747  -3.49175
C  -0.77550  3.09365  3.22058
H  -3.13792  -0.29945  -4.43885
H  -0.18952  4.58666  4.66123
C  -0.82365  -2.67907  6.07503
C  0.27001  -2.41838  3.52423
C  -0.80508  -3.27439  3.76720
H  -2.00627  0.34357  -9.26769
H  -1.68168  -1.79893  -3.16836
C  -2.20820  1.72666  -1.91383
N  -1.18352  -0.42672  -1.72307
H  0.23684  3.06104  -5.70330
C  -3.07767  3.67157  -4.03256
H  0.13233  -3.48560  -7.23684
H  -3.48107  1.59313  -5.80008
C  5.13430  -1.59256  8.00757
O  3.87438  -2.82026  0.16495
C  -0.81035  0.31141  -7.47410
C  -5.01749  2.61226  -2.86389
O  1.39543  -3.47454  -2.17984
H  -4.90554  0.90180  -4.99636
C  0.56047  -2.32116  -5.49279
C  -0.22314  2.39324  1.98392
C  2.65977  1.08470  5.74584
C  4.26226  0.69128  7.47593
H  5.71115  -1.02723  8.73850
C  -0.25808  2.47647  -6.46891
C  3.46439  -2.63025  5.80655
H  -2.19380  -4.08855  5.18724
N  0.74169  0.81456  -0.13058
C  0.76207  -4.70565  -5.58423
C  -1.36105  -3.41760  5.02419
H  -2.35230  4.45009  3.78185
H  1.37348  -4.40685  -0.38049
C  1.18030  -3.58042  -3.52288
Br  0.66596  -6.32523  -6.55864
C  1.53423  1.20455  0.87104
H  -2.22071  3.52025  -4.68996
C  -4.30921  1.80856  -5.11956
C  0.45923  -3.52104  -6.20768
H  3.49138  2.63103  6.97900
H  2.55554  0.84594  0.83672
H  4.54232  -2.33514  8.54724
C  0.12884  -1.06960  -6.14610
C  0.79316  -2.34025  2.11511
H  0.62787  -1.22574  6.68425
C  -0.97328  3.07529  -7.48860
H  2.00889  1.74317  5.18261
H  -1.23801  -2.77348  7.07202
C  -3.81296  2.35012  -3.77898
H  -4.70928  3.04305  -1.90906
C  -1.35926  0.82988  -1.28831
C  3.45279  -1.16750  6.16094
H  -5.70301  3.31430  -3.34384
C  -2.67045  0.06789  -3.53625
C  0.26133  4.04462  3.82856
H  5.84000  -2.13992  7.38029
H  -3.75596  4.37794  -4.51622
C  2.63849  -0.27398  5.45289
H  4.89435  1.06309  8.27432
C  -2.88479  1.36136  -3.07754
C  0.22890  -1.81112  5.86450
C  -1.03667  2.02924  0.91060

# 4
ORCA calculation (the ωB97M-V functional and the def2-TZVPD basis) on a structure of composition C48H50N3O4ReS.

Its expectation value of S² is 3.784. For the energy above the lowest of the compared OMol25 structures with the same formula, charge and spin, the calculation gives 4.5 kJ/mol. The spin multiplicity is 4. Its LUMO energy (spin up / spin down) is -2.2 / -3.4 eV. Its charge is +1. The value obtained for the gap between HOMO and LUMO (spin up / spin down) is 8.02 / 7.27 eV. Its HOMO energy (spin up / spin down) is -10.19 / -10.72 eV.

Cartesian coordinates (Å):
C  4.68613  -2.50611  -0.86050
H  4.79784  4.17095  -0.44379
C  -2.80475  -0.27496  3.48737
H  3.55146  5.39169  -0.10591
C  2.13394  1.25646  3.39454
H  0.06747  -5.24560  -2.07922
H  -0.33621  4.76791  -2.52355
C  -0.25555  -2.55923  4.92621
C  -0.52729  3.99127  -4.51222
C  2.86902  3.73052  -1.27104
C  0.96161  2.62329  -0.53332
H  1.44144  -3.78060  5.31020
H  -4.56894  4.72955  -0.51459
C  3.74554  4.32183  -0.19576
H  -3.81134  6.05176  1.44187
C  4.39073  1.49525  2.62003
H  -0.06624  -5.70712  -0.36234
H  -5.02373  -3.94225  1.42992
H  0.96021  2.51704  0.55503
H  -3.72687  -4.91136  0.72864
C  -0.47551  3.88146  -3.13061
H  3.77070  1.87444  4.64411
C  -3.25063  -4.05472  2.63965
H  5.04679  -3.35276  -0.28832
H  0.04457  4.24160  1.17746
C  -5.14469  -4.26471  -1.60433
H  2.44553  3.84628  -3.36478
H  -2.89184  0.45141  1.45816
C  1.91329  1.59438  -1.15594
C  -0.96431  4.32493  0.79895
H  -0.75836  2.95198  -6.38039
C  2.66916  0.75999  1.08613
C  -2.68418  3.74543  -0.76636
C  3.77763  -0.30867  -2.29551
C  3.33381  -0.49983  -0.99388
H  -0.91571  0.54020  -2.86696
H  3.45277  0.54968  -2.86907
H  -0.64014  -2.62686  5.93835
H  5.82766  -2.99667  -2.61869
H  -3.67790  0.28731  3.79424
H  1.16622  -2.18257  1.34834
C  -4.19210  -5.33346  -2.11517
C  0.35503  -4.98722  -1.06195
C  5.12835  -2.30501  -2.16577
H  2.34505  -3.53057  2.99945
N  -0.48738  -2.58709  -0.50666
H  -3.85725  -5.10550  -3.12855
O  3.11143  2.32406  -1.34311
H  -1.00406  0.73729  -5.29911
C  3.07569  4.34858  -2.62891
Re  -0.77520  -0.57661  -0.26860
C  -1.83954  5.20703  1.42574
C  -1.37595  3.59061  -0.30938
C  -0.79501  1.52014  -3.31069
H  -2.48348  -1.16141  5.39599
C  -3.94662  -4.00828  1.29237
H  5.01791  -1.03516  -3.88774
H  1.39441  1.31964  4.18385
O  1.12200  -0.54523  -0.31570
H  -3.57144  -4.93744  3.19203
H  -5.99589  -4.16583  -2.27485
H  2.81227  5.40775  -2.60198
O  -0.97384  1.27428  -0.53031
C  -0.48707  -1.67022  2.65266
C  -2.34992  -0.18195  2.14982
H  3.46990  -1.76201  0.73695
C  -0.71379  2.86306  -5.30230
C  4.67326  -1.20656  -2.87553
H  -1.50011  5.77966  2.27948
C  -0.85070  1.62442  -4.69684
H  -3.49157  -3.17091  3.23363
H  -2.16413  -4.09784  2.52443
C  1.40272  -3.06298  3.26272
C  -2.13918  -1.06783  4.37198
C  3.79793  -1.61206  -0.28754
C  -0.12492  -3.64451  -0.73835
H  -0.42505  4.96519  -4.97477
C  0.73285  -2.32481  2.32953
H  -4.54615  -2.41438  -2.41975
C  -0.49225  2.54837  -0.99161
S  -3.07817  -0.79804  -1.14391
C  3.46178  1.57122  3.65113
H  5.42838  1.74742  2.80355
H  -5.54927  -4.51973  -0.63670
N  -4.51805  -2.93334  -1.55516
O  1.49743  3.87183  -0.90909
C  -3.55863  4.61852  -0.14074
C  3.99779  1.09234  1.35097
H  -3.01978  3.17381  -1.62560
H  4.73121  1.03864  0.55542
H  -4.68768  -6.30578  -2.13099
C  1.74645  0.86154  2.11998
C  -0.60276  2.63933  -2.50908
C  -3.13535  5.35745  0.95885
C  2.25276  0.35369  -0.32105
C  -3.72919  -2.35040  -0.64882
H  0.70373  0.63786  1.93787
N  -3.46515  -2.82189  0.56037
C  -0.96792  -1.77415  3.98161
H  -2.86335  -2.20806  1.10102
C  0.89874  -3.19584  4.57840
H  -3.30895  -5.41156  -1.47599
H  4.12120  4.25200  -2.92487
H  3.53778  3.83785  0.75998
C  -1.23429  -0.87248  1.71970
H  1.44201  -5.00230  -0.98116
H  1.51371  1.24231  -2.11327